No. 1
A molecular structure, C5H8O, computed with ωB97M-V/def2-TZVPD.

ORCA input file:
```
! RIJCOSX wB97M-V def2-TZVPD def2/J DEFGRID3
* xyz 0 1
O 1.04665 0.04901 2.15183
C -0.14282 0.49116 2.00677
C -0.35725 0.93152 0.67271
C -0.58285 -0.13641 -0.38252
C 0.05340 0.01037 -1.73730
C 0.47781 -1.10757 -0.83006
H -0.78500 0.52611 2.89105
H -1.04104 1.77776 0.54165
H 1.10001 0.56731 1.02693
H -1.59440 -0.54532 -0.40376
H -0.54053 -0.22928 -2.61479
H 0.74148 0.84107 -1.86690
H 0.15901 -2.11691 -1.07580
H 1.46553 -1.05884 -0.37980
*
```

* E_HOMO: -8.5012 eV
* HOMO-LUMO gap: 8.92 eV
* E_LUMO: 0.42 eV
* energy above the lowest of the compared OMol25 structures with the same formula, charge and spin: 4.379 eV

***

No. 2
A molecular structure, C5H8O, computed with ωB97M-V/def2-TZVPD.

ORCA input file:
```
! RIJCOSX wB97M-V def2-TZVPD def2/J DEFGRID3
* xyz 0 1
C -1.78639 -0.11010 0.40192
C -0.34246 0.19100 0.19410
C 0.28671 1.05928 -0.81384
C 0.71330 -0.40468 -0.69038
C 1.53283 -0.54796 0.56096
O 0.52276 0.13367 1.34052
H -1.89629 -1.07263 0.90939
H -2.25614 0.66417 1.01667
H -2.30751 -0.14988 -0.55973
H 0.95424 1.86915 -0.53291
H -0.10332 1.05638 -1.82645
H 0.57229 -1.15106 -1.47186
H 2.50070 -0.03126 0.58214
H 1.64992 -1.58401 0.89000
*
```

* E_HOMO: -9.3168 eV
* HOMO-LUMO gap: 10.41 eV
* E_LUMO: 1.09 eV
* energy above the lowest of the compared OMol25 structures with the same formula, charge and spin: 2.374 eV

***

No. 3
C5H8O in the gas phase, computed with ωB97M-V/def2-TZVPD.

ORCA input file:
```
! RIJCOSX wB97M-V def2-TZVPD def2/J DEFGRID3
* xyz 0 1
C 0.88171 0.82126 0.35685
C 1.17737 -0.64586 0.51194
C -0.39708 1.04205 -0.46654
C -1.38779 -0.10237 -0.28503
O -0.81769 -1.37057 -0.58830
C 0.37934 -1.59257 0.01901
H 1.72351 1.30464 -0.15655
H 0.81276 1.30628 1.33953
H 2.09482 -0.94961 1.00777
H -0.14788 1.11458 -1.53057
H -0.88663 1.98115 -0.18329
H -2.23899 0.00531 -0.96254
H -1.76327 -0.13076 0.74823
H 0.61507 -2.65267 0.05487
*
```

* E_HOMO: -8.5755 eV
* HOMO-LUMO gap: 9.64 eV
* SMILES: C1=COCCC1
* E_LUMO: 1.07 eV
* energy above the lowest of the compared OMol25 structures with the same formula, charge and spin: 0.836 eV

***

No. 4
C5H8O in the gas phase, computed with ωB97M-V/def2-TZVPD.

ORCA input file:
```
! RIJCOSX wB97M-V def2-TZVPD def2/J DEFGRID3
* xyz 0 1
C 0.07475 -0.50676 2.55673
C 0.47136 0.01485 1.19868
C -0.33687 1.07364 -1.35917
C 0.64285 0.09757 -1.96141
C -0.38518 -0.36148 -0.98393
O -0.15756 -0.77185 0.35990
H -0.64198 0.25385 2.90322
H 0.87828 -0.50715 3.29589
H -0.44566 -1.47265 2.52453
H -1.15549 1.47887 -1.94343
H 0.07541 1.72557 -0.59425
H 0.49321 -0.22348 -2.98919
H 1.67779 0.18056 -1.65028
H -1.19091 -0.98153 -1.35728
*
```

* E_HOMO: -8.4232 eV
* HOMO-LUMO gap: 9.60 eV
* E_LUMO: 1.17 eV
* energy above the lowest of the compared OMol25 structures with the same formula, charge and spin: 3.902 eV

***

No. 5
A molecular structure, C5H8O, computed with ωB97M-V/def2-TZVPD.

ORCA input file:
```
! RIJCOSX wB97M-V def2-TZVPD def2/J DEFGRID3
* xyz 0 1
C 1.48735 -0.17133 0.51039
C 0.60592 0.65434 -0.39018
C -0.69956 0.15381 -0.91170
C -1.29334 -0.90374 -0.00192
O -1.33584 0.06075 1.07315
C -1.10808 1.13586 0.19921
H 0.92426 -0.49480 1.39296
H 2.34817 0.41171 0.85011
H 1.85532 -1.06647 -0.00317
H 1.09245 1.33625 -1.08654
H -0.94245 0.26119 -1.96610
H -0.69464 -1.79033 0.23453
H -2.31135 -1.19637 -0.27214
H 0.07179 1.60911 0.37140
*
```

* E_HOMO: -8.3435 eV
* HOMO-LUMO gap: 9.34 eV
* E_LUMO: 1.00 eV
* energy above the lowest of the compared OMol25 structures with the same formula, charge and spin: 4.670 eV

***

No. 6
C5H8O in the gas phase, computed with ωB97M-V/def2-TZVPD.

ORCA input file:
```
! RIJCOSX wB97M-V def2-TZVPD def2/J DEFGRID3
* xyz 0 1
C 1.66558 0.01752 -0.14866
C 0.45875 0.31537 0.62350
C -0.80013 1.07177 0.16033
C -1.51551 -0.23343 -0.14864
O -0.47891 -0.93318 -0.86544
C 0.78371 -1.20646 -0.14172
H 1.84167 0.47382 -1.11220
H 2.53791 0.00179 0.51514
H 0.39089 0.03447 1.64387
H -0.70275 1.67904 -0.75628
H -1.20153 1.72902 0.95683
H -2.37586 -0.18217 -0.82231
H -1.84066 -0.70879 0.79906
H 1.23683 -2.05877 -0.70349
*
```

* E_HOMO: -7.8464 eV
* HOMO-LUMO gap: 8.90 eV
* SMILES: C1C[C@@H]2C[C@@H]2O1
* E_LUMO: 1.05 eV
* energy above the lowest of the compared OMol25 structures with the same formula, charge and spin: 4.993 eV

***

No. 7
C5H8O in the gas phase, computed with ωB97M-V/def2-TZVPD.

ORCA input file:
```
! RIJCOSX wB97M-V def2-TZVPD def2/J DEFGRID3
* xyz 0 1
C -1.47140 -0.24740 0.69874
C -0.07236 -1.15747 -1.03355
C 0.99864 -0.33784 -0.55127
C 0.97380 1.17721 -0.78850
O 0.26613 1.41539 0.44303
C 0.05032 0.03175 0.69710
H -1.81291 0.13423 1.66071
H -1.79290 -1.29177 0.61552
H -1.95046 0.31143 -0.10621
H 0.03285 -2.10820 -0.46518
H 1.96287 -0.76511 -0.25842
H 0.38076 1.48578 -1.65781
H 1.94279 1.68776 -0.78793
H 0.51071 -0.30989 1.63336
*
```

* E_HOMO: -8.4940 eV
* HOMO-LUMO gap: 9.03 eV
* E_LUMO: 0.53 eV
* energy above the lowest of the compared OMol25 structures with the same formula, charge and spin: 5.394 eV

***

No. 8
C5H8O in the gas phase, computed with ωB97M-V/def2-TZVPD.

ORCA input file:
```
! RIJCOSX wB97M-V def2-TZVPD def2/J DEFGRID3
* xyz 0 1
C -1.73396 -0.78682 -0.03306
C -0.73629 0.36290 0.02585
O -0.35992 0.55970 1.36391
C 1.71926 1.00464 -0.19238
C 1.76367 -0.22987 0.21719
C 0.61272 0.17157 -0.69606
H -2.65509 -0.49177 0.48467
H -1.31390 -1.63999 0.51074
H -1.98760 -1.09147 -1.05368
H -1.17190 1.26357 -0.44054
H 2.25253 1.93104 -0.29868
H 2.48581 -0.97255 0.49533
H 0.51008 -0.00011 1.37520
H 0.61458 -0.08085 -1.75850
*
```

* E_HOMO: -9.8520 eV
* HOMO-LUMO gap: 10.93 eV
* SMILES: C[C@@H](O)C1C=C1
* E_LUMO: 1.08 eV
* energy above the lowest of the compared OMol25 structures with the same formula, charge and spin: 3.444 eV

***

No. 9
C5H8O in the gas phase, computed with ωB97M-V/def2-TZVPD.

ORCA input file:
```
! RIJCOSX wB97M-V def2-TZVPD def2/J DEFGRID3
* xyz 0 1
C 0.99782 -0.89942 -0.99059
C 0.32481 0.05177 0.05002
C 0.39052 1.59018 -0.21858
C -1.19025 -0.27996 0.13040
C -2.49824 -0.18727 -0.01908
H 2.06556 -0.26231 -0.85506
H 1.04635 -1.80461 -0.73898
H 0.68359 -0.78054 -1.95662
H -0.25730 1.85152 -0.99833
H 1.42968 1.80424 -0.66248
H 0.21623 2.26545 0.66439
H 1.10153 0.05962 1.91510
H -3.50829 -0.53512 0.17500
O 1.13433 -0.53125 1.09298
*
```

* E_HOMO: -9.6079 eV
* HOMO-LUMO gap: 10.43 eV
* SMILES: C#CC(C)(C)O
* E_LUMO: 0.82 eV
* energy above the lowest of the compared OMol25 structures with the same formula, charge and spin: 4.737 eV

***

No. 10
A molecular structure, C5H8O, computed with ωB97M-V/def2-TZVPD.

ORCA input file:
```
! RIJCOSX wB97M-V def2-TZVPD def2/J DEFGRID3
* xyz 0 1
C -1.65354 0.11805 -0.52937
C -0.37308 0.24907 0.24086
C 0.84948 0.97716 -0.21940
C 1.43531 -0.35098 -0.50195
O 1.42912 -1.29588 0.38549
C 0.10240 -0.64933 1.24760
H -1.49108 0.20176 -1.61327
H -2.40219 0.88242 -0.27056
H -2.12201 -0.85936 -0.35431
H 0.74163 1.58406 -1.12117
H 1.40051 1.54753 0.55116
H 1.95664 -0.58038 -1.43587
H 0.65783 -0.25117 2.10418
H -0.48651 -1.53044 1.50106
*
```

* E_HOMO (alpha / beta): -6.6671 / -6.6711 eV
* HOMO-LUMO gap (alpha / beta): 6.98 / 6.99 eV
* E_LUMO (alpha / beta): 0.31 / 0.32 eV
* energy above the lowest of the compared OMol25 structures with the same formula, charge and spin: 4.290 eV

***

No. 11
C5H8O in the gas phase, computed with ωB97M-V/def2-TZVPD.

ORCA input file:
```
! RIJCOSX wB97M-V def2-TZVPD def2/J DEFGRID3
* xyz 0 1
C 1.62998 0.61446 -0.76426
C 0.35319 -0.20978 -0.87646
C -0.14099 -1.06052 0.29815
C -0.95885 0.13616 -0.20756
C -1.40793 0.50503 1.14706
O -1.27624 1.44074 1.87893
H 1.77005 1.01797 0.24356
H 2.51464 0.02282 -1.02448
H 1.58807 1.46467 -1.45985
H 0.15416 -0.54590 -1.89109
H 0.47047 -0.77442 1.15817
H -0.98971 -1.70214 0.74671
H -1.82488 -0.22226 -0.77202
H -1.88196 -0.68684 1.52313
*
```

* E_HOMO: -9.5196 eV
* HOMO-LUMO gap: 10.43 eV
* SMILES: C[C@H]1C[C@H]1C=O
* E_LUMO: 0.91 eV
* energy above the lowest of the compared OMol25 structures with the same formula, charge and spin: 4.276 eV

***

No. 12
C5H8O in the gas phase, computed with ωB97M-V/def2-TZVPD.

ORCA input file:
```
! RIJCOSX wB97M-V def2-TZVPD def2/J DEFGRID3
* xyz 0 1
C 1.37615 -0.65660 0.41912
C 0.63076 0.57778 -0.13000
C -0.44748 0.17040 -1.15930
C -1.46224 -0.03334 -0.01520
C -0.47657 0.69134 0.90871
O -0.53337 1.08348 2.04016
H 2.25070 -0.34793 0.98989
H 0.72441 -1.22586 1.09897
H 1.68124 -1.33572 -0.37687
H 1.26892 1.44224 -0.35432
H -0.75940 0.97818 -1.82264
H -0.19403 -0.70296 -1.76245
H -2.44043 0.43364 -0.10638
H -1.61865 -1.07466 0.27033
*
```

* E_HOMO: -9.3713 eV
* HOMO-LUMO gap: 10.45 eV
* SMILES: C[C@H]1CCC1=O
* E_LUMO: 1.08 eV
* energy above the lowest of the compared OMol25 structures with the same formula, charge and spin: 1.030 eV

***

Please write out number 7 again, unchanged.
C5H8O in the gas phase, computed with ωB97M-V/def2-TZVPD.

ORCA input file:
```
! RIJCOSX wB97M-V def2-TZVPD def2/J DEFGRID3
* xyz 0 1
C -1.47140 -0.24740 0.69874
C -0.07236 -1.15747 -1.03355
C 0.99864 -0.33784 -0.55127
C 0.97380 1.17721 -0.78850
O 0.26613 1.41539 0.44303
C 0.05032 0.03175 0.69710
H -1.81291 0.13423 1.66071
H -1.79290 -1.29177 0.61552
H -1.95046 0.31143 -0.10621
H 0.03285 -2.10820 -0.46518
H 1.96287 -0.76511 -0.25842
H 0.38076 1.48578 -1.65781
H 1.94279 1.68776 -0.78793
H 0.51071 -0.30989 1.63336
*
```

* E_HOMO: -8.4940 eV
* HOMO-LUMO gap: 9.03 eV
* E_LUMO: 0.53 eV
* energy above the lowest of the compared OMol25 structures with the same formula, charge and spin: 5.394 eV